[1]
The following is a DFT calculation (the ωB97M-V functional and the def2-TZVPD basis) of 2 unconnected molecules or ions with the total composition C2HClO3 in a non-equilibrium geometry.

```
7
Properties=species:S:1:pos:R:3:forces:R:3:mulliken_charge:R:1
O -1.21501 2.00443 1.35918 -2.6 1.6 3.7 -0.30
C -0.60077 1.66701 0.48764 1.2 -0.8 -1.6 0.69
O 0.01094 1.28732 -0.39646 1.3 -0.2 -2.2 -0.39
O 0.38036 -1.03994 0.88902 0.3 -0.9 -0.6 -0.38
C 0.31233 -1.27382 -0.27992 0.7 1.1 1.8 0.20
Cl 1.73347 -1.52059 -1.28326 -0.4 -0.2 0.0 -0.13
H -0.62132 -1.12441 -0.77620 -0.5 -0.5 -1.1 0.31
```
Forces are in eV/Å.

Results
LUMO level: 0.5 eV
HOMO energy: -0.4122 Eh
gap between HOMO and LUMO: 0.430 Ha


[2]
The following is a DFT calculation (the ωB97M-V functional and the def2-TZVPD basis) of 2 unconnected molecules or ions with the total composition C3H11N3O2 in a non-equilibrium geometry.

```
19
Properties=species:S:1:pos:R:3:forces:R:3:mulliken_charge:R:1
C 1.01217 1.90688 -1.10050 -0.2 0.0 -0.1 -0.84
C 1.77818 0.85832 -0.34649 0.4 -0.4 1.1 0.64
N 1.51340 0.81793 1.03642 0.9 0.2 -0.6 -0.52
O 2.55664 0.06603 -0.85053 -0.7 0.6 0.3 -0.62
H 0.50046 1.43547 -1.94227 0.2 0.1 0.0 0.24
H 0.25987 2.39212 -0.47385 0.1 0.0 -0.1 0.31
H 1.71180 2.66296 -1.46799 -0.1 -0.1 0.0 0.31
H 1.02798 1.56259 1.52054 0.2 -0.1 -0.3 0.20
H 2.17933 0.29011 1.58919 -0.2 0.1 -0.2 0.21
N -0.56908 -2.16654 0.28975 1.4 -0.7 0.2 -0.73
C -1.02682 -0.83105 0.11607 0.5 1.2 1.5 0.88
N -2.11205 -0.70504 1.03031 -1.0 0.6 0.8 -0.73
O -1.50486 -0.71105 -1.18546 0.7 0.2 -1.2 -0.55
H 0.36141 -2.23465 -0.12015 -0.1 -0.2 0.0 0.27
H -0.43877 -2.30082 1.29005 -0.1 -0.2 -0.1 0.24
H -0.21990 -0.04494 0.46943 -2.0 -1.4 -1.6 -0.18
H -2.63706 0.12004 0.75046 0.0 0.0 0.3 0.25
H -2.74265 -1.48303 0.84583 0.0 0.0 0.1 0.26
H -1.65004 -1.63532 -1.45084 -0.1 0.3 -0.1 0.36
```
Forces are in eV/Å.

Results
LUMO level: 0.8 eV
HOMO energy: -0.3500 Eh
gap between HOMO and LUMO: 0.378 Ha


[3]
The following is a DFT calculation (the ωB97M-V functional and the def2-TZVPD basis) of a molecular structure, C9H9Cl5O3PS3SbSr.

```
32
Properties=species:S:1:pos:R:3:forces:R:3:mulliken_charge:R:1
Sr 0.38053 0.54651 -0.29980 -0.2 0.3 0.0 1.12
S -2.92920 -1.85598 3.09759 0.0 0.1 0.0 -0.68
Sb -1.86575 -0.27050 1.88502 0.3 -0.6 0.1 0.52
S -1.92126 -1.14179 -0.53760 0.4 0.3 0.7 -0.44
S 0.65739 -0.73103 2.22319 -0.7 0.4 -0.5 -0.52
Cl 0.70195 3.26732 1.55568 0.0 0.0 0.0 -0.25
C -0.24435 3.90877 0.20541 0.0 0.0 0.0 1.77
C -0.45892 3.05848 -0.85770 0.2 -0.2 0.0 -2.04
C -1.20667 3.58857 -1.89027 0.0 -0.1 0.0 0.78
Cl -1.51994 2.56012 -3.28239 0.0 0.0 0.0 -0.26
C -1.72096 4.88079 -1.88396 -0.1 0.0 -0.2 -0.53
Cl -2.65162 5.48929 -3.21672 0.1 0.0 0.1 -0.20
C -1.47473 5.69818 -0.78289 0.0 0.2 0.0 0.80
Cl -2.09037 7.31550 -0.74249 0.0 -0.1 0.0 -0.20
C -0.72596 5.21045 0.28417 0.1 0.1 0.2 -0.57
Cl -0.40824 6.21515 1.66157 0.0 -0.1 -0.1 -0.20
C 0.22685 -2.87490 -2.55399 0.0 0.0 0.0 -0.50
O 0.10461 -3.49207 -1.29027 0.1 0.1 0.1 -0.49
P 0.48860 -2.59668 0.02955 -0.5 -0.1 -0.2 0.53
O 2.10675 -2.82025 -0.12370 0.5 -0.2 0.0 -0.45
C 3.11394 -2.24371 0.69833 -0.2 -0.1 -0.1 -0.44
O -0.03013 -3.71670 1.02061 0.0 -0.1 0.0 -0.26
C 0.12126 -3.85230 2.43509 0.0 0.0 0.0 -0.30
H 1.13249 -3.22460 -3.05464 0.0 0.0 0.0 0.25
H 0.26404 -1.78056 -2.47974 0.0 0.0 0.0 0.16
H -0.65029 -3.12522 -3.14961 0.0 0.0 0.0 0.24
H 2.94744 -2.46838 1.74992 0.1 0.0 0.0 0.23
H 3.14389 -1.15659 0.59151 0.0 0.0 0.0 0.20
H 4.05876 -2.66885 0.36293 0.0 0.0 0.0 0.25
H -0.05809 -4.90677 2.64065 0.0 0.0 0.0 0.20
H -0.61560 -3.23872 2.94843 0.0 0.0 0.0 0.10
H 1.12359 -3.57356 2.75614 0.0 0.0 0.0 0.21
```
Forces are in eV/Å.

Results
multiplicity: 2
LUMO level (spin up / spin down): 1.6 / 1.0 eV
HOMO energy (spin up / spin down): -0.1620 / -0.1616 Eh
gap between HOMO and LUMO (spin up / spin down): 0.221 / 0.198 Ha
net charge: -1


[4]
The following is a DFT calculation (the ωB97M-V functional and the def2-TZVPD basis) of 2 unconnected molecules or ions with the total composition CH7N2O in a non-equilibrium geometry.

```
11
Properties=species:S:1:pos:R:3:forces:R:3:mulliken_charge:R:1
N 1.74442 1.39939 -0.76710 -3.0 1.8 -1.6 -0.51
H 1.50987 1.72712 -1.79957 0.4 -0.8 2.7 0.43
H 1.65017 2.23453 -0.11420 0.1 -1.3 -0.9 0.39
H 1.05647 0.63807 -0.47805 0.1 0.9 0.0 0.34
H 2.66320 1.05787 -0.77418 1.8 -0.6 0.2 0.39
C -1.54520 -0.52605 0.63031 -1.5 -0.2 1.6 0.17
N -1.38847 -1.89010 0.60812 0.7 1.9 -0.5 -0.31
O -0.68085 0.33463 0.39782 -0.3 -1.5 -0.6 -0.63
H -2.58297 -0.20980 1.00637 1.3 -0.3 -0.6 0.30
H -1.94220 -2.63364 1.02626 -0.2 0.8 -0.2 0.24
H -0.48443 -2.13201 0.26422 0.5 -0.7 0.0 0.20
```
Forces are in eV/Å.

Results
LUMO level: -3.9 eV
HOMO energy: -0.5289 Eh
gap between HOMO and LUMO: 0.386 Ha
net charge: +1


[5]
The following is a DFT calculation (the ωB97M-V functional and the def2-TZVPD basis) of a molecular structure, C27H27N6O7S3Ta in a non-equilibrium geometry.

```
71
Properties=species:S:1:pos:R:3:forces:R:3:mulliken_charge:R:1
Ta 0.00578 0.14257 -0.30868 -1.6 -0.3 -0.9 1.61
C -0.32483 0.06312 6.19757 0.0 -0.1 -0.1 -1.02
C 0.64188 -0.70853 5.30491 -0.1 0.2 0.3 -0.58
N -0.04988 -1.17592 4.08487 0.0 0.2 -0.1 0.12
C -0.64422 -2.51693 4.16396 0.1 -0.3 0.0 -0.74
C 0.40257 -3.60443 3.93519 0.0 0.1 0.0 -1.00
C -0.13516 -0.39477 3.04405 -0.2 -0.4 -0.3 0.75
S -1.12849 -0.90110 1.65948 0.0 0.3 -0.2 -0.65
N 0.41750 0.82796 3.09213 0.2 0.4 0.0 -0.34
C 0.94123 1.45149 2.09886 -0.3 0.0 1.3 0.13
O 1.18794 0.77614 0.95347 1.1 0.3 0.3 -0.49
C 1.23620 2.86790 2.15233 0.3 0.2 -0.5 0.54
C 0.81067 3.63440 3.24312 0.0 -0.2 0.0 -0.22
C 1.03274 4.99615 3.24641 0.0 0.1 0.0 -0.74
C 1.67611 5.60255 2.17275 0.0 -0.1 0.0 -0.41
C 2.11470 4.84314 1.09430 0.0 0.1 0.0 -0.85
C 1.90169 3.47999 1.08196 0.0 -0.1 0.1 -0.11
H 0.18543 0.38506 7.10366 0.0 0.0 0.0 0.38
H -1.16955 -0.56096 6.48960 0.0 0.0 0.0 0.33
H -0.70336 0.94347 5.67895 0.0 0.0 0.0 0.26
H 1.01664 -1.59062 5.81873 0.0 -0.1 -0.1 0.36
H 1.48840 -0.08993 5.02371 0.0 -0.1 -0.1 0.43
H -1.44198 -2.60468 3.43391 -0.1 0.1 0.0 0.50
H -1.08085 -2.61366 5.15777 0.0 0.1 0.0 0.31
H 0.95132 -3.42549 3.00958 0.0 0.0 0.0 0.20
H -0.09267 -4.57055 3.85277 0.0 0.0 0.0 0.39
H 1.11280 -3.66422 4.75833 0.0 0.0 0.0 0.39
H 0.30961 3.15075 4.07040 0.0 0.0 0.0 0.52
H 0.70668 5.59317 4.08680 0.0 0.0 0.0 0.44
H 1.84418 6.67113 2.17885 0.0 0.0 0.0 0.43
H 2.62804 5.32108 0.27081 0.0 0.0 0.0 0.43
H 2.26949 2.87667 0.26425 0.0 0.0 -0.1 0.48
O -4.22889 3.24250 -3.27327 -0.2 0.4 -0.1 -0.47
C -4.80130 2.15721 -2.77812 0.0 -0.4 0.0 0.44
O -5.98340 1.99397 -2.73570 0.0 0.0 -0.1 -0.50
C -3.89202 1.06817 -2.27149 0.2 0.2 0.1 0.10
C -4.29626 -0.23773 -2.05170 -0.1 0.1 -0.1 -0.30
N -3.26458 -0.89766 -1.51543 0.0 -0.3 0.0 -0.32
N -2.19754 -0.11328 -1.35773 0.9 0.7 0.6 -0.01
C -2.57398 1.09262 -1.80761 -0.2 -0.3 0.0 0.01
C -1.55025 2.16264 -1.70228 -0.7 0.0 -0.8 0.80
O -1.50505 3.12133 -2.41678 0.1 0.0 0.4 -0.66
O -0.66380 1.85872 -0.74993 0.1 0.9 -0.1 -0.39
H -3.26322 3.27494 -3.18790 0.1 -0.1 0.0 0.40
H -5.25257 -0.69339 -2.25454 0.0 -0.1 0.0 0.55
H -3.22717 -1.87549 -1.27220 0.0 -0.1 0.0 0.19
O 0.03232 -4.21934 -0.10947 0.0 -0.2 0.0 -0.64
C 0.32108 -4.47490 -1.40951 0.1 0.2 -0.3 0.41
C 0.34092 -5.81580 -1.78201 0.0 0.0 0.1 -0.62
C 0.61328 -6.17932 -3.08246 0.0 0.1 0.0 -0.36
C 0.86208 -5.20843 -4.05487 0.0 -0.1 -0.1 -0.77
C 0.85267 -3.88324 -3.70603 0.0 0.1 0.1 -0.61
C 0.59010 -3.48308 -2.38118 -0.1 -0.4 0.4 0.07
C 0.63710 -2.06952 -2.07208 0.2 0.4 -0.8 1.15
O 0.31980 -1.61675 -0.82579 0.5 -1.8 -0.4 -0.44
N 0.98454 -1.17563 -2.92562 0.0 -0.4 -0.3 -0.69
N 0.97124 0.09774 -2.40635 -0.5 0.3 1.6 0.04
C 1.44866 1.02188 -3.21418 0.1 0.0 -0.2 0.09
S 1.79406 2.61298 -2.65286 0.0 0.0 -0.2 0.07
C 1.93629 3.32073 -4.32898 -0.1 0.0 0.2 -0.67
C 2.57072 2.27229 -5.21381 0.0 -0.2 0.0 -0.56
S 1.79386 0.65861 -4.85852 0.0 0.2 0.0 0.07
H 0.09371 -3.27933 0.07401 0.0 0.2 0.0 0.41
H 0.14347 -6.55786 -1.01997 0.0 0.0 0.0 0.48
H 0.63796 -7.22780 -3.34666 0.0 0.0 0.0 0.41
H 1.06427 -5.50422 -5.07451 0.0 0.0 0.0 0.43
H 1.05053 -3.11358 -4.43866 0.0 0.0 0.0 0.51
H 2.55231 4.21498 -4.25644 0.0 0.0 0.0 0.44
H 0.93315 3.59430 -4.65182 0.0 0.0 0.0 0.31
H 3.63936 2.16829 -5.03414 0.0 0.0 0.0 0.35
H 2.40596 2.48747 -6.26818 0.0 0.0 0.0 0.43
```
Forces are in eV/Å.

Results
LUMO level: -7.2 eV
HOMO energy: -0.4905 Eh
gap between HOMO and LUMO: 0.225 Ha
net charge: +2


[6]
The following is a DFT calculation (the ωB97M-V functional and the def2-TZVPD basis) of a single C24H32N4O5 molecule.

```
65
Properties=species:S:1:pos:R:3:forces:R:3:mulliken_charge:R:1
C -3.01542 -1.40852 1.93547 0.0 0.0 0.1 -0.63
O -2.60851 -1.87373 0.66344 0.0 0.0 -0.1 -0.04
C -1.75401 -2.99076 0.68934 0.3 -0.2 0.1 -0.80
C -0.45462 -2.80874 1.47037 -0.1 0.0 0.0 -0.83
N 0.32760 -1.68975 0.99070 -0.4 -0.3 -0.2 0.21
C 1.16544 -1.07128 1.84858 0.3 0.1 -0.2 -0.40
O 1.41901 -1.49484 2.95562 0.1 -0.1 0.3 -0.74
C 2.00843 0.07091 1.24002 0.0 -0.2 0.5 0.66
C 2.90176 -0.61051 0.23366 0.3 0.1 -0.2 -0.26
C 2.46757 -0.85881 -1.06475 0.1 0.0 0.1 0.40
C 3.28502 -1.52633 -1.95742 0.0 0.0 0.0 -1.08
C 4.54516 -1.97356 -1.58024 0.0 0.0 0.1 1.05
C 5.43786 -2.68357 -2.55238 0.0 0.1 0.0 -1.51
C 4.96910 -1.73042 -0.27967 0.0 -0.1 -0.1 -0.92
C 4.16000 -1.05676 0.61628 -0.2 0.1 0.0 -0.71
N 1.22731 1.14976 0.64704 0.4 -0.3 0.1 0.81
C 1.97435 2.10028 -0.14702 0.1 0.6 -0.1 -1.35
C 2.36604 3.34800 0.66999 -0.1 -0.2 -0.1 -0.41
O 3.01327 4.33128 -0.09844 -0.2 0.1 -0.1 -0.40
C 4.34395 4.02944 -0.44325 0.0 0.0 0.0 -0.67
C -0.02200 1.37194 1.11879 -0.1 0.4 0.0 0.20
O -0.48784 0.70872 2.03064 -0.2 0.2 0.2 -0.64
C -0.87559 2.43732 0.44670 -0.1 -0.4 -0.1 -0.99
C -2.21831 1.80410 0.07515 0.5 0.2 0.2 -0.77
C -2.01879 0.61797 -0.82533 -0.5 0.1 0.0 0.32
O -0.92644 0.18530 -1.14343 0.3 0.0 -0.1 -0.73
N -3.13454 0.00171 -1.32176 0.2 -0.3 -0.6 0.05
C -4.47257 0.15060 -1.01371 -0.7 0.1 0.1 0.67
C -5.37746 -0.80290 -1.50127 0.0 0.1 0.1 -0.60
C -6.71495 -0.65603 -1.20185 0.2 0.1 0.0 -0.51
C -7.12122 0.42973 -0.43412 0.0 0.0 0.0 -0.54
C -6.15055 1.31579 -0.00668 -0.4 -0.1 0.0 -0.46
N -4.86344 1.18740 -0.28581 0.4 -0.1 -0.1 -0.21
H -3.86519 -0.74965 1.75789 0.0 0.0 0.1 0.18
H -2.21680 -0.84742 2.42762 -0.1 0.0 0.0 0.12
H -3.33334 -2.24076 2.57284 0.0 0.0 0.0 0.40
H -2.28448 -3.86116 1.10958 0.1 0.1 -0.1 0.39
H -1.52690 -3.19063 -0.36200 0.0 -0.1 0.1 0.30
H 0.13531 -3.72913 1.37108 -0.2 0.0 0.1 0.36
H -0.65296 -2.65728 2.53661 0.0 -0.1 -0.1 0.44
H -0.01080 -1.19552 0.17626 0.0 0.1 0.0 0.21
H 2.61348 0.46237 2.07065 -0.1 -0.2 -0.1 0.59
H 1.49328 -0.51649 -1.37929 -0.1 0.1 -0.1 0.49
H 2.93561 -1.70684 -2.96416 0.0 0.0 -0.1 0.37
H 5.96898 -3.49791 -2.06409 0.1 -0.1 0.0 0.39
H 6.18099 -1.99246 -2.95192 0.1 0.0 -0.1 0.28
H 4.86537 -3.08458 -3.38514 0.0 -0.1 -0.1 0.37
H 5.94435 -2.07343 0.03502 0.1 0.0 0.0 0.40
H 4.50142 -0.88436 1.62649 0.0 0.0 0.1 0.48
H 2.87939 1.60041 -0.49519 -0.2 0.1 0.0 0.73
H 1.40934 2.40472 -1.03086 0.1 0.0 0.0 0.35
H 1.46888 3.83242 1.06282 0.0 -0.1 0.0 0.18
H 2.99870 3.04336 1.51703 -0.1 0.0 0.0 0.36
H 4.75372 4.93361 -0.88939 0.1 -0.1 0.0 0.26
H 4.40786 3.21155 -1.16901 0.0 0.0 0.0 0.26
H 4.93112 3.76344 0.44371 0.0 0.0 0.0 0.30
H -0.40623 2.84891 -0.44142 0.0 0.1 0.0 0.37
H -1.04982 3.24111 1.16383 0.0 0.0 0.0 0.41
H -2.87863 2.52471 -0.40615 0.0 -0.1 0.1 0.70
H -2.72213 1.44791 0.97538 -0.1 0.1 -0.1 0.35
H -2.91692 -0.83590 -1.84995 0.1 0.2 0.2 0.21
H -5.02435 -1.63620 -2.08891 0.0 -0.1 -0.1 0.37
H -7.43623 -1.37684 -1.55828 0.0 -0.1 0.0 0.41
H -8.15788 0.57738 -0.17867 -0.1 0.0 0.0 0.39
H -6.40074 2.18093 0.59296 -0.1 0.0 0.0 0.40
```
Forces are in eV/Å.

Results
LUMO level: 0.7 eV
HOMO energy: -0.3132 Eh
gap between HOMO and LUMO: 0.338 Ha


[7]
The following is a DFT calculation (the ωB97M-V functional and the def2-TZVPD basis) of a single C5H10N2O2 molecule in a non-equilibrium geometry.

```
19
Properties=species:S:1:pos:R:3:forces:R:3:mulliken_charge:R:1
C -2.00182 -0.52784 0.62610 -0.4 -0.4 0.0 -1.31
C -0.62870 -0.21206 1.17098 2.8 -2.6 -1.8 0.29
C 0.23062 0.78792 0.51541 1.1 2.3 -1.3 -0.81
C 0.54482 0.98585 -0.81269 -1.2 0.2 4.2 0.60
N -0.11435 0.45483 -1.86213 -2.0 -1.4 -3.4 -0.59
N 1.41804 1.98200 -1.14666 1.4 0.8 -0.6 -0.51
C 0.60887 -1.31944 0.61661 -4.1 -2.1 3.3 0.44
O 0.29613 -2.28546 -0.05729 0.8 1.4 -0.7 -0.60
O 1.72718 -1.34630 1.38753 0.0 0.4 -0.5 -0.46
H -2.00835 -1.28508 -0.16925 0.3 0.2 0.1 0.32
H -2.63097 -0.93949 1.42223 0.1 0.1 -0.1 0.33
H -2.50716 0.36135 0.23497 0.2 0.0 0.1 0.30
H -0.57405 -0.17150 2.26008 0.1 0.1 -0.3 0.49
H 0.85208 1.33306 1.22357 0.1 0.0 -0.2 0.15
H -0.32054 -0.52469 -2.00999 0.8 -0.2 1.0 0.29
H -0.98290 0.88853 -2.15749 0.4 0.7 0.2 0.22
H 2.07202 2.22221 -0.41129 -0.1 0.1 -0.2 0.23
H 1.88274 1.80971 -2.03218 -0.1 0.1 0.2 0.27
H 2.13634 -2.21359 1.20149 -0.1 0.4 -0.1 0.34
```
Forces are in eV/Å.

Results
LUMO level: 0.7 eV
HOMO energy: -0.2703 Eh
gap between HOMO and LUMO: 0.297 Ha


[8]
The following is a DFT calculation (the ωB97M-V functional and the def2-TZVPD basis) of 2 unconnected molecules or ions with the total composition C4H14N2P in a non-equilibrium geometry.

```
21
Properties=species:S:1:pos:R:3:forces:R:3:mulliken_charge:R:1
C -1.27691 -1.85018 1.37456 -1.4 -4.2 0.4 -0.91
C -0.16416 1.25200 1.18490 1.3 0.5 -0.2 -1.21
C 0.87700 2.44605 -2.43130 -1.2 -1.0 -0.3 -0.62
C 0.13658 1.67111 -1.59299 2.3 1.8 -1.1 -0.21
N 1.82832 -0.35324 0.05110 0.4 -0.3 -1.3 -0.45
N -0.78211 -2.37607 0.08469 0.6 1.2 1.1 -0.49
P 0.44962 0.42195 -0.36269 -1.2 0.7 0.3 0.82
H -1.65573 -2.74749 2.06550 0.5 2.0 -1.3 0.31
H -0.50487 -1.40466 1.92841 1.1 0.7 0.5 0.31
H -2.07459 -1.19928 1.19369 -1.3 1.1 0.1 0.37
H 0.35433 2.24405 1.40858 -0.2 -1.5 -0.5 0.39
H -0.16969 0.58324 2.03010 0.5 -0.1 0.3 0.39
H -1.18236 1.52233 1.10117 -1.3 0.2 -0.7 0.43
H 0.34398 3.03309 -3.20751 0.2 -0.2 0.9 0.24
H 1.95546 2.44188 -2.60405 -0.2 -0.3 0.6 0.27
H -0.93692 1.80557 -1.59504 -0.3 -0.1 -0.1 0.24
H 2.17455 -0.17964 0.98285 0.5 -0.1 -0.2 0.26
H 2.35011 -0.98674 -0.60914 -0.8 1.1 1.3 0.27
H 0.07991 -2.79640 0.37631 0.3 -1.0 -0.8 0.21
H -1.42060 -2.98226 -0.39253 -0.1 -0.5 0.2 0.21
H -0.38193 -0.54530 -0.98660 0.1 0.1 0.9 0.17
```
Forces are in eV/Å.

Results
LUMO level: -3.1 eV
HOMO energy: -0.4726 Eh
gap between HOMO and LUMO: 0.358 Ha
net charge: +1


These records have E values of -20755.2817; -11854.9518; -127405.7316; -6171.9264; -85758.2309; -41606.0728; -12420.6620; -16636.1065 eV, in the order they appear.